[1]
ORCA calculation (wB97M-V/def2-TZVPD) on C30H44BBeBr3Cl2KLiN2O8PS3 as an isolated structure at a distorted geometry.

Kohn-Sham gap: 1.3 eV
energy: -12705.90957 a.u.

The geometry in ORCA input format:
```
! RIJCOSX wB97M-V def2-TZVPD def2/J DEFGRID3
* xyz 1 1
Br 0.245 3.003 -1.256
Br 3.161 -4.013 -1.913
Br 2.147 -1.096 -1.593
K -5.007 -3.924 1.179
Cl -6.250 4.837 -4.545
Cl -6.929 1.980 -4.425
S -3.669 -1.645 -0.041
S 3.482 2.173 2.380
S -3.852 -0.314 2.607
P 2.861 0.666 1.255
O 1.547 8.011 1.506
O 6.215 -6.075 -3.783
O -0.265 8.281 2.723
O 6.227 -6.688 1.545
O 0.382 1.817 1.616
O -8.132 2.370 -1.548
O -0.121 9.977 5.067
O -0.141 9.125 0.740
N 0.348 8.464 1.619
N -5.579 0.011 0.550
C -4.241 1.411 -1.115
C 0.895 1.266 -0.849
C -1.186 3.395 2.391
C 6.386 -7.572 -1.959
C -0.965 -1.013 0.024
C 1.379 0.591 -1.918
C 5.997 -2.820 -0.013
C 6.063 -3.771 -2.229
C 6.247 -6.226 -2.583
C 6.512 -8.682 -2.783
C 6.700 -10.093 -0.844
C 6.402 -7.727 -0.571
C 6.135 -5.205 -0.285
C -5.635 3.188 -4.544
C -5.254 1.370 -0.002
C -2.024 -1.948 0.622
C -1.000 2.026 1.755
C 6.145 -5.051 -1.666
C 6.249 -6.557 0.341
C 0.141 -0.641 1.004
C -0.538 5.583 1.358
C 6.564 -8.991 -0.018
C 6.016 -2.659 -1.387
C 1.402 0.996 -3.355
C 6.669 -9.939 -2.225
C 6.049 -4.090 0.538
C -6.652 0.226 1.540
C -1.586 4.494 1.401
C -7.123 -1.004 2.298
C -4.432 -0.576 1.112
B 0.870 0.813 0.703
Be -1.308 7.519 3.204
Li 1.956 6.592 0.068
H 2.049 1.860 -3.501
H 0.469 5.161 1.452
H -8.926 2.767 -1.179
H 0.396 1.211 -3.714
H -1.530 1.974 0.796
H 1.794 0.192 -3.966
H 3.109 -0.564 1.879
H -0.570 10.782 5.337
H -4.939 2.007 0.829
H -8.347 2.195 -2.471
H -2.073 -1.864 1.704
H -1.915 3.342 3.197
H 0.889 -1.435 0.944
H -0.205 -0.665 2.039
H -2.518 4.940 1.752
H -3.291 0.948 -0.871
H -0.537 -1.549 -0.822
H -0.222 3.625 2.843
H -6.199 1.723 -0.394
H 3.644 0.679 0.100
H -1.461 -0.132 -0.383
H -4.636 0.979 -2.032
H -1.794 -2.989 0.389
H 6.039 -4.234 1.609
H 6.113 -3.657 -3.301
H -8.185 -1.175 2.156
H -7.490 0.599 0.955
H 6.771 -10.804 -2.867
H -6.591 -1.902 1.996
H 6.005 -1.668 -1.819
H 6.490 -8.546 -3.855
H -6.380 1.027 2.229
H 6.832 -11.076 -0.412
H -6.944 -0.883 3.362
H 0.585 9.859 5.708
H -1.452 1.263 2.396
H 6.585 -9.094 1.058
H 5.949 -1.953 0.632
H -4.025 2.459 -1.322
H -0.599 6.227 0.473
H -1.785 4.107 0.408
H -5.105 3.011 -5.472
H -4.982 3.062 -3.690
H -0.518 6.322 2.130
*
```

=====

[2]
ORCA calculation (wB97M-V/def2-TZVPD) on one molecule with the formula C30H44BF4N3O4S3 at a distorted geometry.

SMILES: CCOB(O)[C@H](CCCS)O[C@@](COC(F)(F)F)([C@@H](C)F)[C@@H](CNC)NCCCSC(=S)N(c1ccccc1)c1ccccc1
Kohn-Sham gap: 7.7 eV
energy: -3253.51927 a.u.

The geometry in ORCA input format:
```
! RIJCOSX wB97M-V def2-TZVPD def2/J DEFGRID3
* xyz 0 1
S -2.961 -5.278 -0.717
S -0.128 3.520 -3.505
S -1.480 -2.715 -0.121
F 1.588 0.437 3.896
F 4.254 1.923 5.007
F 5.693 2.420 3.395
F 5.983 0.610 4.630
O -1.131 2.422 0.425
O 4.343 0.569 3.163
O 1.304 1.244 0.976
O -0.130 4.457 -0.385
N 1.916 -1.424 -0.071
N 4.801 -1.556 -0.814
N -4.149 -2.886 -1.083
C 1.511 2.625 0.707
C 5.026 1.390 4.008
C 1.399 -1.207 -1.431
C 2.500 2.982 -0.474
C -4.610 -2.361 1.411
C -2.622 -0.636 -3.820
C 2.043 2.486 -1.907
C 4.727 -3.035 -0.861
C -2.958 -3.625 -0.663
C -5.048 -2.622 0.028
C 1.597 3.682 -2.877
C -7.031 -1.986 2.205
C -3.084 3.964 0.823
C -3.785 -1.663 -1.786
C 0.011 -3.411 -0.935
C -3.005 -1.807 -3.032
C -5.586 -2.060 2.462
C 4.380 -0.998 0.518
C -3.734 0.870 -2.159
C -6.497 -2.568 -0.227
C 0.651 -2.477 -2.023
C 3.536 1.351 2.213
C -1.925 3.084 1.437
C 2.356 -1.740 2.995
C -4.118 -0.309 -1.370
C -7.464 -2.265 0.830
C 1.728 -0.346 2.708
C 2.408 0.509 1.533
C -2.971 0.732 -3.393
C 2.925 -0.420 0.334
B 0.049 3.187 0.218
H 4.485 -1.783 1.304
H -3.509 3.453 -0.078
H -2.694 -2.806 -3.414
H -4.021 1.876 -1.776
H 2.995 0.290 -0.548
H 4.055 -3.305 -1.736
H -6.914 -2.746 -1.252
H -2.664 1.644 -3.960
H 0.190 5.178 0.189
H 1.368 -3.113 -2.624
H 3.561 2.659 -0.322
H 0.646 -0.371 -1.385
H -3.934 4.145 1.532
H 3.158 2.229 2.814
H 4.286 1.795 1.496
H 0.734 -3.773 -0.155
H 2.249 -2.374 0.080
H 4.281 -1.112 -1.566
H 1.699 4.684 -2.391
H 4.265 -3.513 0.038
H -7.771 -1.727 2.996
H -2.657 4.943 0.479
H 5.734 -3.460 -1.132
H -4.677 -0.115 -0.428
H -2.024 -0.733 -4.755
H -3.519 -2.378 1.637
H 5.150 -0.209 0.747
H -2.379 2.349 2.157
H 0.668 -0.531 2.367
H -8.563 -2.200 0.627
H 3.458 -1.745 3.191
H 2.283 3.701 -3.770
H 2.530 4.112 -0.526
H 1.877 -2.128 3.944
H -5.250 -1.842 3.507
H -0.002 3.005 -4.771
H 1.299 1.647 -1.897
H 1.723 3.276 1.615
H 2.214 -0.947 -2.163
H 2.141 -2.521 2.219
H -0.327 -4.349 -1.473
H -0.121 -2.110 -2.751
H -1.299 3.780 2.077
H 2.964 2.057 -2.408
*
```

=====

Q: Among the records above, which one has the highest Kohn-Sham gap?
A: C30H44BF4N3O4S3

=====

Please write out number 1 again, unchanged.
ORCA calculation (wB97M-V/def2-TZVPD) on C30H44BBeBr3Cl2KLiN2O8PS3 as an isolated structure at a distorted geometry.

Kohn-Sham gap: 1.3 eV
energy: -12705.90957 a.u.

The geometry in ORCA input format:
```
! RIJCOSX wB97M-V def2-TZVPD def2/J DEFGRID3
* xyz 1 1
Br 0.245 3.003 -1.256
Br 3.161 -4.013 -1.913
Br 2.147 -1.096 -1.593
K -5.007 -3.924 1.179
Cl -6.250 4.837 -4.545
Cl -6.929 1.980 -4.425
S -3.669 -1.645 -0.041
S 3.482 2.173 2.380
S -3.852 -0.314 2.607
P 2.861 0.666 1.255
O 1.547 8.011 1.506
O 6.215 -6.075 -3.783
O -0.265 8.281 2.723
O 6.227 -6.688 1.545
O 0.382 1.817 1.616
O -8.132 2.370 -1.548
O -0.121 9.977 5.067
O -0.141 9.125 0.740
N 0.348 8.464 1.619
N -5.579 0.011 0.550
C -4.241 1.411 -1.115
C 0.895 1.266 -0.849
C -1.186 3.395 2.391
C 6.386 -7.572 -1.959
C -0.965 -1.013 0.024
C 1.379 0.591 -1.918
C 5.997 -2.820 -0.013
C 6.063 -3.771 -2.229
C 6.247 -6.226 -2.583
C 6.512 -8.682 -2.783
C 6.700 -10.093 -0.844
C 6.402 -7.727 -0.571
C 6.135 -5.205 -0.285
C -5.635 3.188 -4.544
C -5.254 1.370 -0.002
C -2.024 -1.948 0.622
C -1.000 2.026 1.755
C 6.145 -5.051 -1.666
C 6.249 -6.557 0.341
C 0.141 -0.641 1.004
C -0.538 5.583 1.358
C 6.564 -8.991 -0.018
C 6.016 -2.659 -1.387
C 1.402 0.996 -3.355
C 6.669 -9.939 -2.225
C 6.049 -4.090 0.538
C -6.652 0.226 1.540
C -1.586 4.494 1.401
C -7.123 -1.004 2.298
C -4.432 -0.576 1.112
B 0.870 0.813 0.703
Be -1.308 7.519 3.204
Li 1.956 6.592 0.068
H 2.049 1.860 -3.501
H 0.469 5.161 1.452
H -8.926 2.767 -1.179
H 0.396 1.211 -3.714
H -1.530 1.974 0.796
H 1.794 0.192 -3.966
H 3.109 -0.564 1.879
H -0.570 10.782 5.337
H -4.939 2.007 0.829
H -8.347 2.195 -2.471
H -2.073 -1.864 1.704
H -1.915 3.342 3.197
H 0.889 -1.435 0.944
H -0.205 -0.665 2.039
H -2.518 4.940 1.752
H -3.291 0.948 -0.871
H -0.537 -1.549 -0.822
H -0.222 3.625 2.843
H -6.199 1.723 -0.394
H 3.644 0.679 0.100
H -1.461 -0.132 -0.383
H -4.636 0.979 -2.032
H -1.794 -2.989 0.389
H 6.039 -4.234 1.609
H 6.113 -3.657 -3.301
H -8.185 -1.175 2.156
H -7.490 0.599 0.955
H 6.771 -10.804 -2.867
H -6.591 -1.902 1.996
H 6.005 -1.668 -1.819
H 6.490 -8.546 -3.855
H -6.380 1.027 2.229
H 6.832 -11.076 -0.412
H -6.944 -0.883 3.362
H 0.585 9.859 5.708
H -1.452 1.263 2.396
H 6.585 -9.094 1.058
H 5.949 -1.953 0.632
H -4.025 2.459 -1.322
H -0.599 6.227 0.473
H -1.785 4.107 0.408
H -5.105 3.011 -5.472
H -4.982 3.062 -3.690
H -0.518 6.322 2.130
*
```

=====

Q: Look up the energy of the second one.
A: -3253.51927 a.u.

=====

Copy entry 2 word for word.
ORCA calculation (wB97M-V/def2-TZVPD) on one molecule with the formula C30H44BF4N3O4S3 at a distorted geometry.

SMILES: CCOB(O)[C@H](CCCS)O[C@@](COC(F)(F)F)([C@@H](C)F)[C@@H](CNC)NCCCSC(=S)N(c1ccccc1)c1ccccc1
Kohn-Sham gap: 7.7 eV
energy: -3253.51927 a.u.

The geometry in ORCA input format:
```
! RIJCOSX wB97M-V def2-TZVPD def2/J DEFGRID3
* xyz 0 1
S -2.961 -5.278 -0.717
S -0.128 3.520 -3.505
S -1.480 -2.715 -0.121
F 1.588 0.437 3.896
F 4.254 1.923 5.007
F 5.693 2.420 3.395
F 5.983 0.610 4.630
O -1.131 2.422 0.425
O 4.343 0.569 3.163
O 1.304 1.244 0.976
O -0.130 4.457 -0.385
N 1.916 -1.424 -0.071
N 4.801 -1.556 -0.814
N -4.149 -2.886 -1.083
C 1.511 2.625 0.707
C 5.026 1.390 4.008
C 1.399 -1.207 -1.431
C 2.500 2.982 -0.474
C -4.610 -2.361 1.411
C -2.622 -0.636 -3.820
C 2.043 2.486 -1.907
C 4.727 -3.035 -0.861
C -2.958 -3.625 -0.663
C -5.048 -2.622 0.028
C 1.597 3.682 -2.877
C -7.031 -1.986 2.205
C -3.084 3.964 0.823
C -3.785 -1.663 -1.786
C 0.011 -3.411 -0.935
C -3.005 -1.807 -3.032
C -5.586 -2.060 2.462
C 4.380 -0.998 0.518
C -3.734 0.870 -2.159
C -6.497 -2.568 -0.227
C 0.651 -2.477 -2.023
C 3.536 1.351 2.213
C -1.925 3.084 1.437
C 2.356 -1.740 2.995
C -4.118 -0.309 -1.370
C -7.464 -2.265 0.830
C 1.728 -0.346 2.708
C 2.408 0.509 1.533
C -2.971 0.732 -3.393
C 2.925 -0.420 0.334
B 0.049 3.187 0.218
H 4.485 -1.783 1.304
H -3.509 3.453 -0.078
H -2.694 -2.806 -3.414
H -4.021 1.876 -1.776
H 2.995 0.290 -0.548
H 4.055 -3.305 -1.736
H -6.914 -2.746 -1.252
H -2.664 1.644 -3.960
H 0.190 5.178 0.189
H 1.368 -3.113 -2.624
H 3.561 2.659 -0.322
H 0.646 -0.371 -1.385
H -3.934 4.145 1.532
H 3.158 2.229 2.814
H 4.286 1.795 1.496
H 0.734 -3.773 -0.155
H 2.249 -2.374 0.080
H 4.281 -1.112 -1.566
H 1.699 4.684 -2.391
H 4.265 -3.513 0.038
H -7.771 -1.727 2.996
H -2.657 4.943 0.479
H 5.734 -3.460 -1.132
H -4.677 -0.115 -0.428
H -2.024 -0.733 -4.755
H -3.519 -2.378 1.637
H 5.150 -0.209 0.747
H -2.379 2.349 2.157
H 0.668 -0.531 2.367
H -8.563 -2.200 0.627
H 3.458 -1.745 3.191
H 2.283 3.701 -3.770
H 2.530 4.112 -0.526
H 1.877 -2.128 3.944
H -5.250 -1.842 3.507
H -0.002 3.005 -4.771
H 1.299 1.647 -1.897
H 1.723 3.276 1.615
H 2.214 -0.947 -2.163
H 2.141 -2.521 2.219
H -0.327 -4.349 -1.473
H -0.121 -2.110 -2.751
H -1.299 3.780 2.077
H 2.964 2.057 -2.408
*
```